{"formula": "C4H6N2O", "method": "ωB97M-V with the def2-TZVPD basis set", "max_force_ev_per_a": 3.1, "spin_multiplicity": 1, "smiles": "Nc1[nH]ccc1O", "relative_energy_kj_mol": 341.3, "elements": ["N", "C", "C", "O", "C", "C", "N", "H", "H", "H", "H", "H", "H"], "positions_angstrom": [[1.838, 0.910, 0.022], [0.535, 0.406, -0.121], [-0.017, -0.862, 0.065], [0.774, -1.946, 0.304], [-1.412, -0.763, 0.008], [-1.771, 0.578, -0.272], [-0.497, 1.214, -0.373], [2.372, 0.827, -0.834], [2.334, 0.415, 0.756], [0.197, -2.707, 0.433], [-2.098, -1.599, 0.142], [-1.724, 1.348, 0.579], [-0.457, 2.165, -0.702]], "nbo_charge": [-0.833, 0.235, 0.193, -0.672, -0.320, -0.276, -0.469, 0.375, 0.384, 0.483, 0.216, 0.267, 0.420]}

{"formula": "C2H3ClO2", "method": "ωB97M-V with the def2-TZVPD basis set", "max_force_ev_per_a": 5.9, "spin_multiplicity": 1, "smiles": "O[C@@]1(Cl)CO1", "relative_energy_kj_mol": 254.1, "elements": ["C", "C", "O", "O", "Cl", "H", "H", "H"], "positions_angstrom": [[-0.237, -0.939, 0.371], [0.241, 0.460, -0.497], [-1.033, 0.113, -0.325], [0.791, 1.423, 0.206], [0.789, 0.149, -2.145], [-0.332, -2.043, 0.074], [-0.429, -0.852, 1.450], [0.209, 1.688, 0.865]], "nbo_charge": [-0.234, 0.550, -0.516, -0.663, -0.008, 0.202, 0.174, 0.495]}

{"formula": "C6H12O2", "method": "ωB97M-V with the def2-TZVPD basis set", "max_force_ev_per_a": 4.2, "spin_multiplicity": 2, "total_charge": -1, "s_squared": 0.757, "relative_energy_kj_mol": 260.0, "elements": ["C", "C", "C", "C", "O", "C", "C", "H", "H", "H", "H", "H", "H", "H", "H", "H", "H", "H", "H", "O"], "positions_angstrom": [[1.219, 2.403, 0.835], [0.591, 1.084, 1.053], [0.470, 0.440, 2.252], [-1.211, -0.683, -1.918], [-2.704, -0.792, -1.658], [-0.408, -0.590, -0.636], [-0.396, 0.694, -0.054], [1.860, 2.682, 1.743], [0.442, 3.205, 0.627], [1.877, 2.182, -0.122], [1.184, 0.757, 3.045], [-0.309, -0.337, 2.194], [-0.848, -1.655, -2.483], [-0.927, 0.255, -2.424], [-3.334, -0.769, -2.425], [0.207, -1.454, -0.273], [-1.185, 1.515, -0.243], [2.360, -2.866, 0.641], [2.076, -1.421, 1.140], [2.081, -1.981, 0.331]], "lowdin_spin": [0.034, 0.079, 0.122, 0.102, 0.061, 0.224, 0.191, 0.007, 0.012, 0.006, 0.022, 0.011, 0.014, 0.026, 0.021, 0.018, 0.023, 0.002, 0.009, 0.017]}

{"formula": "C5H10NO2", "method": "ωB97M-V with the def2-TZVPD basis set", "max_force_ev_per_a": 4.4, "spin_multiplicity": 1, "total_charge": -1, "smiles": "CN[C@H](C[O-])CC=O", "relative_energy_kj_mol": 426.0, "elements": ["C", "N", "C", "C", "C", "O", "C", "O", "H", "H", "H", "H", "H", "H", "H", "H", "H", "H"], "positions_angstrom": [[1.046, 1.003, -2.442], [-0.150, 0.196, -1.977], [0.104, -0.386, -0.660], [0.290, 0.503, 0.673], [0.756, -0.235, 1.796], [1.518, 0.241, 2.674], [-1.484, -1.131, -0.142], [-2.068, -0.335, 0.695], [1.870, 0.405, -2.108], [0.901, 2.095, -2.175], [1.159, 1.003, -3.558], [-0.996, 0.724, -2.061], [0.887, -1.145, -0.795], [0.914, 1.309, 0.376], [-0.704, 1.029, 0.863], [0.470, -1.314, 1.817], [-1.155, -2.028, 0.298], [-2.165, -1.219, -1.126]], "nbo_charge": [-0.431, -0.645, -0.115, -0.604, 0.460, -0.607, 0.034, -0.914, 0.201, 0.172, 0.164, 0.356, 0.150, 0.199, 0.312, 0.113, 0.086, 0.071]}

{"formula": "C5H8O2S", "method": "ωB97M-V with the def2-TZVPD basis set", "max_force_ev_per_a": 6.4, "spin_multiplicity": 1, "smiles": "CC(=O)[C@@H](O)C(C)=S", "relative_energy_kj_mol": 192.3, "elements": ["C", "C", "C", "C", "C", "O", "O", "S", "H", "H", "H", "H", "H", "H", "H", "H"], "positions_angstrom": [[-0.105, -0.232, -0.570], [1.103, 0.135, 0.366], [1.846, -1.132, 0.751], [-1.535, 1.747, -0.490], [-1.428, 0.403, -0.086], [-0.157, -1.635, -0.754], [1.355, 1.253, 0.687], [-2.337, -0.683, 0.721], [0.024, 0.212, -1.538], [2.186, -1.627, -0.152], [2.660, -1.123, 1.400], [1.222, -1.828, 1.212], [-2.598, 2.116, -0.793], [-0.941, 1.949, -1.280], [-1.219, 2.479, 0.364], [-0.078, -2.035, 0.163]], "nbo_charge": [-0.089, 0.603, -0.725, -0.707, -0.054, -0.696, -0.516, 0.046, 0.206, 0.253, 0.237, 0.213, 0.250, 0.221, 0.280, 0.478]}

{"formula": "C25H63N2O11PSi", "method": "ωB97M-V with the def2-TZVPD basis set", "max_force_ev_per_a": 2.1, "spin_multiplicity": 1, "smiles": "CCCN[Si@H](CCN(CC)C(C)=O)P(O)O.COCCOC.COCCOC.COCCOC.COCCOC", "energy_ha": -2558.18178, "elements": ["C", "C", "C", "N", "Si", "C", "C", "N", "C", "C", "C", "C", "O", "P", "O", "O", "H", "H", "H", "H", "H", "H", "H", "H", "H", "H", "H", "H", "H", "H", "H", "H", "H", "H", "H", "H", "H", "H", "H", "C", "O", "C", "C", "O", "C", "H", "H", "H", "H", "H", "H", "H", "H", "H", "H", "C", "O", "C", "C", "O", "C", "H", "H", "H", "H", "H", "H", "H", "H", "H", "H", "C", "O", "C", "C", "O", "C", "H", "H", "H", "H", "H", "H", "H", "H", "H", "H", "C", "O", "C", "C", "O", "C", "H", "H", "H", "H", "H", "H", "H", "H", "H", "H"], "positions_angstrom": [[1.500, -2.943, -2.663], [2.614, -2.446, -3.581], [2.500, -3.056, -5.001], [3.630, -3.954, -5.300], [4.256, -3.939, -6.930], [4.118, -5.605, -7.797], [5.391, -6.442, -7.844], [5.686, -7.041, -6.546], [6.949, -7.804, -6.603], [8.128, -6.877, -6.266], [4.604, -7.902, -6.132], [4.442, -9.241, -6.815], [3.826, -7.540, -5.251], [6.398, -3.305, -6.660], [7.021, -3.293, -8.196], [6.317, -1.713, -6.220], [1.523, -2.395, -1.725], [0.513, -2.853, -3.105], [1.660, -3.995, -2.436], [3.559, -2.785, -3.171], [2.598, -1.362, -3.638], [2.480, -2.258, -5.734], [1.553, -3.591, -5.043], [3.437, -4.902, -5.004], [3.431, -2.967, -7.702], [3.762, -5.466, -8.815], [3.321, -6.143, -7.287], [5.268, -7.224, -8.609], [6.233, -5.846, -8.185], [7.092, -8.268, -7.581], [6.903, -8.580, -5.847], [7.828, -5.854, -6.463], [9.003, -7.137, -6.850], [8.363, -6.961, -5.212], [3.392, -9.463, -6.953], [4.939, -9.282, -7.778], [4.871, -9.998, -6.167], [7.957, -3.455, -8.090], [5.437, -1.450, -5.944], [-3.551, 1.207, -0.424], [-2.825, 0.195, 0.253], [-2.767, -1.029, -0.463], [-1.439, -1.205, -1.163], [-1.255, -0.246, -2.192], [-0.409, 0.826, -1.816], [-3.344, 2.151, 0.080], [-3.248, 1.291, -1.470], [-4.627, 1.009, -0.372], [-3.588, -1.095, -1.182], [-2.890, -1.837, 0.265], [-1.419, -2.191, -1.637], [-0.617, -1.159, -0.442], [0.636, 0.498, -1.786], [-0.685, 1.238, -0.842], [-0.510, 1.605, -2.569], [-2.363, 3.241, 5.440], [-0.987, 3.169, 5.112], [-0.328, 2.058, 5.698], [-0.146, 0.934, 4.703], [-1.386, 0.383, 4.298], [-1.825, 0.860, 3.034], [-2.825, 3.969, 4.773], [-2.861, 2.277, 5.309], [-2.492, 3.581, 6.474], [-0.876, 1.704, 6.576], [0.657, 2.400, 6.030], [0.431, 0.133, 5.175], [0.417, 1.290, 3.834], [-1.238, 0.413, 2.230], [-1.752, 1.950, 2.974], [-2.864, 0.569, 2.907], [-0.609, 5.664, 2.471], [-1.240, 6.306, 1.374], [-2.631, 6.498, 1.561], [-2.957, 7.915, 1.977], [-2.440, 8.220, 3.261], [-1.241, 8.972, 3.223], [0.467, 5.762, 2.336], [-0.888, 6.118, 3.424], [-0.864, 4.599, 2.491], [-3.022, 5.790, 2.299], [-3.119, 6.292, 0.603], [-4.045, 8.025, 2.030], [-2.581, 8.622, 1.231], [-1.447, 10.010, 2.941], [-0.519, 8.544, 2.523], [-0.813, 8.958, 4.223], [-5.093, 2.252, 8.127], [-4.918, 3.649, 8.285], [-5.849, 4.412, 7.535], [-6.978, 4.932, 8.396], [-7.787, 3.881, 8.898], [-7.503, 3.544, 10.243], [-4.505, 1.752, 8.894], [-6.140, 1.960, 8.239], [-4.730, 1.933, 7.144], [-6.249, 3.824, 6.703], [-5.307, 5.265, 7.114], [-7.620, 5.574, 7.785], [-6.578, 5.536, 9.216], [-7.890, 4.311, 10.923], [-6.430, 3.423, 10.411], [-8.002, 2.601, 10.458]], "lowdin_charge": [-0.121, -0.241, -0.292, -0.161, 0.488, -0.267, -0.271, -0.101, -0.230, -0.066, -0.454, 0.004, 0.082, 0.690, -0.347, -0.347, 0.062, 0.062, 0.075, 0.098, 0.092, 0.074, 0.105, 0.061, -0.009, 0.075, 0.066, 0.113, 0.094, 0.111, 0.115, 0.016, 0.069, 0.073, 0.088, 0.072, 0.091, 0.021, 0.021, -0.098, -0.220, -0.194, -0.214, -0.191, -0.104, 0.087, 0.085, 0.090, 0.128, 0.128, 0.118, 0.124, 0.084, 0.083, 0.090, -0.106, -0.198, -0.202, -0.209, -0.184, -0.106, 0.084, 0.080, 0.089, 0.126, 0.125, 0.125, 0.126, 0.079, 0.078, 0.088, -0.101, -0.190, -0.209, -0.208, -0.190, -0.112, 0.091, 0.085, 0.078, 0.120, 0.124, 0.125, 0.126, 0.088, 0.084, 0.089, -0.108, -0.198, -0.208, -0.207, -0.190, -0.112, 0.091, 0.085, 0.079, 0.127, 0.126, 0.125, 0.127, 0.088, 0.083, 0.089]}